1.
Here is a cluster of 6 separate species, C26H65B3O19S5 in total from the OMol25 dataset. Energies are from ωB97M-V/def2-TZVPD.

```
118
Properties=species:S:1:pos:R:3:forces:R:3:lowdin_charge:R:1
C -1.145 -4.719 2.383 -0.002 -0.075 0.067 -0.110
O -2.175 -4.116 1.635 0.024 0.158 0.062 -0.194
C -1.718 -3.450 0.469 -0.248 0.014 -0.201 -0.222
C -1.273 -4.408 -0.650 -0.067 -0.125 0.110 -0.141
C -1.934 -4.155 -2.019 0.140 0.032 -0.084 -0.185
C -1.006 -4.198 -3.247 -0.115 -0.076 0.065 -0.197
C -0.026 -5.391 -3.302 0.090 0.188 -0.144 -0.055
B 1.430 -5.067 -2.820 0.192 0.176 0.104 -0.515
O 2.414 -6.047 -2.665 -0.337 -0.195 0.272 0.253
B 3.272 -5.910 -1.599 -0.169 0.172 -0.116 -0.313
O 3.251 -4.723 -0.891 0.712 0.074 -0.229 0.247
B 2.864 -3.595 -1.608 -0.541 -0.105 0.129 -0.550
C 3.538 -2.197 -1.484 0.111 0.045 0.145 -0.055
C 4.332 -1.868 -0.207 -0.100 -0.010 -0.022 -0.167
C 3.509 -1.133 0.862 0.084 -0.054 0.134 -0.410
C 2.988 0.236 0.418 0.110 -0.046 0.253 -0.082
C 2.346 -1.993 1.371 -0.187 0.126 0.221 -0.056
O 1.818 -3.774 -2.502 0.017 -0.166 -0.026 0.281
H -0.927 -5.739 2.040 0.016 0.089 -0.036 0.085
H -0.223 -4.129 2.333 0.008 0.013 0.045 0.083
H -1.477 -4.771 3.423 0.029 -0.025 -0.074 0.085
H -2.555 -2.831 0.139 0.023 -0.128 -0.010 0.107
H -0.907 -2.763 0.731 0.077 0.048 0.083 0.110
H -1.540 -5.415 -0.315 0.129 0.046 -0.017 0.118
H -0.183 -4.383 -0.724 0.048 0.008 -0.088 0.104
H -2.409 -3.169 -2.007 -0.022 -0.120 -0.027 0.086
H -2.727 -4.897 -2.155 -0.012 0.097 -0.012 0.113
H -0.442 -3.262 -3.294 0.015 -0.054 0.021 0.105
H -1.647 -4.212 -4.133 0.058 0.017 0.045 0.106
H -0.407 -6.259 -2.750 0.035 0.056 -0.048 0.121
H 0.076 -5.745 -4.338 -0.041 -0.025 0.066 0.117
H 4.037 -6.774 -1.313 -0.121 -0.003 0.040 0.114
H 4.223 -2.149 -2.343 -0.102 -0.042 0.012 0.112
H 2.770 -1.440 -1.683 0.125 0.033 -0.067 0.116
H 5.208 -1.265 -0.473 -0.087 0.037 0.110 0.105
H 4.726 -2.789 0.237 -0.018 0.024 -0.097 0.118
H 4.183 -0.973 1.711 -0.003 0.072 -0.104 0.130
H 3.732 0.815 -0.135 -0.098 -0.077 -0.102 0.077
H 2.728 0.827 1.302 -0.055 -0.039 -0.097 0.087
H 2.072 0.146 -0.170 0.154 0.034 -0.158 0.055
H 2.634 -2.602 2.231 0.021 -0.136 -0.186 0.084
H 1.513 -1.362 1.700 0.074 -0.043 0.016 0.073
H 1.949 -2.649 0.593 -0.020 -0.033 0.027 0.064
O -1.898 -0.737 -1.433 -0.068 0.003 -0.215 -0.270
S -2.368 0.437 -0.757 0.604 -0.086 0.743 0.581
O -3.596 0.363 -0.028 -0.258 0.056 -0.281 -0.269
O -2.401 1.635 -1.800 -1.279 -0.166 0.262 -0.326
C -3.119 1.410 -3.045 -0.095 -0.039 -0.175 -0.245
C -4.620 1.480 -2.878 -0.003 0.001 0.115 -0.061
C -1.121 1.075 0.298 0.058 -0.126 -0.114 -0.094
H -2.799 0.455 -3.463 0.021 -0.032 0.064 0.121
H -2.758 2.203 -3.698 -0.009 0.032 0.040 0.121
H -4.993 0.655 -2.275 0.009 -0.014 -0.010 0.074
H -5.090 1.432 -3.861 0.012 0.015 -0.006 0.085
H -4.909 2.412 -2.393 -0.005 0.016 -0.035 0.089
H -0.182 1.134 -0.248 -0.015 0.062 0.020 0.038
H -1.051 0.379 1.133 -0.053 0.045 -0.031 0.050
H -1.434 2.052 0.654 -0.008 0.002 0.021 0.095
O -2.114 -0.161 2.975 0.032 -0.015 0.022 -0.288
S -3.389 -0.117 3.635 -0.078 -0.073 0.118 0.581
O -3.826 1.135 4.176 0.037 0.003 -0.068 -0.273
O -3.403 -1.219 4.772 0.004 0.015 0.073 -0.255
C -2.292 -1.230 5.705 0.158 -0.099 0.069 -0.244
C -2.382 -0.132 6.741 -0.081 0.057 -0.053 -0.069
C -4.638 -0.798 2.618 -0.028 -0.080 -0.085 -0.109
H -1.361 -1.182 5.138 -0.028 0.032 -0.051 0.112
H -2.352 -2.213 6.166 -0.057 -0.007 -0.016 0.122
H -2.262 0.852 6.290 0.017 -0.001 -0.008 0.067
H -1.595 -0.274 7.482 -0.005 -0.017 0.005 0.082
H -3.349 -0.158 7.242 0.014 -0.020 0.027 0.087
H -4.283 -1.750 2.231 0.004 -0.014 -0.005 0.077
H -4.778 -0.088 1.808 -0.017 -0.027 -0.016 0.050
H -5.550 -0.916 3.197 0.048 0.032 0.083 0.083
O -7.138 3.844 7.628 -0.021 -0.048 0.034 -0.278
S -7.183 4.696 6.478 0.012 0.008 0.041 0.555
O -7.491 4.126 5.204 -0.038 -0.007 -0.054 -0.274
O -5.833 5.516 6.397 0.089 0.003 -0.107 -0.267
C -4.586 4.766 6.473 0.220 -0.055 0.151 -0.238
C -4.248 4.045 5.190 -0.200 0.091 -0.062 -0.079
C -8.253 6.058 6.776 -0.029 0.013 0.024 -0.124
H -4.647 4.082 7.320 -0.088 -0.006 -0.005 0.113
H -3.847 5.527 6.712 -0.044 0.057 -0.030 0.120
H -4.952 3.244 4.980 0.032 -0.008 0.020 0.059
H -3.255 3.604 5.270 -0.002 0.006 0.013 0.076
H -4.262 4.738 4.349 0.051 0.007 0.002 0.088
H -8.002 6.499 7.737 0.000 0.004 0.001 0.074
H -9.265 5.658 6.787 0.001 -0.002 0.002 0.076
H -8.135 6.774 5.967 -0.008 -0.004 -0.008 0.074
O 1.479 2.573 -1.033 0.118 0.043 0.109 -0.281
S 1.443 2.650 -2.464 -0.413 -0.139 -0.305 0.580
O 2.562 2.164 -3.213 0.152 -0.005 0.044 -0.276
O 1.115 4.135 -2.886 0.139 0.172 -0.050 -0.255
C 1.947 5.190 -2.321 -0.008 0.138 0.114 -0.235
C 3.308 5.279 -2.973 -0.007 -0.112 -0.062 -0.067
C -0.030 1.904 -3.064 0.471 0.304 -0.143 -0.116
H 2.019 5.034 -1.245 -0.010 -0.074 -0.005 0.114
H 1.365 6.092 -2.493 -0.034 -0.023 -0.047 0.122
H 3.918 4.405 -2.754 0.000 0.003 0.023 0.072
H 3.824 6.162 -2.597 -0.011 0.016 -0.005 0.084
H 3.210 5.362 -4.055 0.003 0.040 0.001 0.086
H -0.873 2.289 -2.496 0.649 0.049 -0.228 0.048
H 0.080 0.830 -2.910 -0.045 -0.011 0.026 0.089
H -0.126 2.128 -4.123 0.104 -0.023 -0.048 0.088
O 7.383 1.801 -3.347 0.028 0.033 0.050 -0.278
S 6.846 0.540 -3.768 0.002 0.045 -0.030 0.566
O 7.518 -0.661 -3.375 0.004 -0.063 0.052 -0.279
O 6.683 0.565 -5.348 0.051 -0.077 -0.079 -0.265
C 7.842 0.963 -6.125 0.064 0.134 -0.112 -0.248
C 8.885 -0.127 -6.229 -0.046 -0.066 0.082 -0.073
C 5.146 0.428 -3.364 -0.005 0.041 -0.022 -0.124
H 8.251 1.878 -5.696 -0.020 -0.015 0.063 0.112
H 7.427 1.205 -7.101 -0.048 -0.031 0.010 0.120
H 9.346 -0.332 -5.265 0.006 0.015 0.005 0.072
H 9.662 0.188 -6.927 -0.008 0.002 -0.015 0.081
H 8.437 -1.052 -6.593 0.012 0.008 -0.037 0.085
H 4.634 1.328 -3.687 0.014 -0.013 0.013 0.050
H 5.090 0.326 -2.281 -0.009 0.005 0.001 0.062
H 4.736 -0.453 -3.849 -0.007 0.000 -0.002 0.075
```
Positions in Å, forces in eV/Å.

Structure (SMILES): COCCCCCB1OBOB(CCC(C)C)O1.CCOS(C)(=O)=O.CCOS(C)(=O)=O.CCOS(C)(=O)=O.CCOS(C)(=O)=O.CCOS(C)(=O)=O
Energy: -123129.7658 eV

2.
Here is a structure of composition C13H23N3OS from the OMol25 dataset. Energies are from ωB97M-V/def2-TZVPD.

```
41
Properties=species:S:1:pos:R:3:forces:R:3:lowdin_charge:R:1
C 2.326 -4.768 4.029 1.610 5.247 0.058 -0.083
H 1.815 -5.431 4.583 -1.880 -1.681 3.339 0.009
C 1.313 -3.582 3.532 4.384 -1.831 6.030 -0.254
C 0.143 -4.137 2.921 -0.729 -5.570 -1.089 -0.328
C -0.726 -3.130 2.561 -5.727 4.626 4.431 -0.352
C -0.297 -2.055 1.705 -6.880 -2.448 -4.740 -0.251
C -1.299 -0.957 1.479 -4.629 -2.663 -6.328 -0.143
C -1.012 -0.106 0.188 -1.743 6.553 10.334 -0.165
H -0.108 0.393 0.585 0.153 0.632 -0.485 0.125
C -2.001 1.054 -0.114 -4.864 -6.943 3.969 -0.188
C -1.748 1.964 -1.034 5.355 4.521 -10.170 -0.440
N -1.868 1.743 -2.394 2.345 2.807 -0.551 0.129
C -0.918 2.844 -3.044 -3.569 -0.282 7.622 -0.586
N -0.541 3.713 -1.994 0.376 -3.530 -3.578 -0.011
N -0.781 2.945 -0.945 0.093 2.762 7.404 -0.057
H -0.382 3.439 0.149 -1.934 -2.088 -4.529 0.276
S -0.884 3.293 -4.636 -1.298 -1.369 -1.846 0.988
C -0.015 4.821 -4.570 -6.285 -0.132 -6.376 -0.425
C 1.282 4.662 -5.017 4.525 -4.252 4.188 -0.537
O 1.967 5.459 -5.510 1.756 2.835 -2.677 0.136
C 2.036 3.366 -4.245 0.490 14.520 7.148 0.041
H 1.683 3.488 -2.963 0.980 -0.219 -3.964 0.172
H 3.025 3.571 -4.245 3.122 0.102 -0.464 0.027
H 1.683 2.616 -4.497 -5.163 -13.082 -4.416 -0.115
H -0.731 5.292 -5.553 2.293 -0.369 2.880 0.180
H -0.234 5.301 -3.721 -0.341 2.151 3.156 0.044
H -2.125 1.581 0.794 -0.681 0.221 1.483 0.105
H -3.100 0.560 -0.482 2.765 1.207 1.351 0.205
H -0.659 -0.534 -0.527 3.150 -5.691 -8.647 0.010
H -1.665 -0.380 2.248 -0.367 1.216 1.982 0.070
H -2.476 -1.507 0.931 3.078 1.015 2.283 0.202
H 0.515 -1.648 1.917 7.532 3.303 2.297 0.037
H -0.177 -2.552 0.732 0.362 0.390 -0.348 0.146
H -0.946 -2.526 3.621 0.271 -1.287 -1.937 0.176
H -1.754 -3.487 2.397 0.335 0.163 -0.809 0.125
H -0.559 -4.809 3.659 2.455 0.999 -1.570 0.185
H 0.320 -4.756 1.905 0.206 0.783 2.304 0.178
H 1.975 -2.830 3.172 -0.136 0.509 -1.617 0.093
H 1.124 -3.128 4.588 -0.629 -0.489 -1.736 0.142
H 2.467 -5.426 3.276 1.565 -1.505 -3.284 0.011
H 3.332 -4.355 4.520 -2.344 -1.128 -1.097 0.122
```
Positions in Å, forces in eV/Å.

Energy above the lowest of the compared OMol25 structures with the same formula, charge and spin: 321.6 kcal per mole

3.
Here is a structure of composition C35H39FNO6PtTe from the OMol25 dataset. Energies are from ωB97M-V/def2-TZVPD.

```
84
Properties=species:S:1:pos:R:3:forces:R:3:lowdin_charge:R:1
Pt -0.781 -1.509 1.403 -0.064 -0.061 -0.107 1.143
O -4.470 0.360 0.904 -0.007 -0.031 -0.002 0.002
C -3.560 -0.234 1.487 -0.033 -0.026 -0.046 -0.590
O -2.744 -1.027 0.890 0.082 0.067 0.051 -0.180
C -3.525 -0.096 3.020 0.037 0.019 0.030 -0.112
C -3.740 -1.454 3.711 0.019 -0.020 0.002 -0.273
C -4.037 -1.234 5.214 0.015 0.019 0.001 -0.108
C -2.604 -1.020 5.777 -0.007 -0.014 0.017 -0.115
C -1.799 -0.956 4.471 -0.010 -0.026 -0.005 -0.246
O -2.436 -2.014 3.736 -0.005 -0.001 -0.025 -0.094
C -2.221 0.353 3.748 -0.010 -0.049 -0.027 -0.109
C -1.152 1.105 2.941 0.120 0.033 -0.119 -0.590
O -1.019 2.309 3.199 -0.015 -0.011 0.005 -0.006
O -0.445 0.476 2.085 -0.067 0.045 0.160 -0.154
H -4.341 0.587 3.254 0.012 0.024 -0.007 0.138
H -4.421 -2.128 3.193 -0.007 0.007 -0.004 0.157
H -4.517 -2.111 5.651 0.005 -0.005 -0.002 0.097
H -4.690 -0.373 5.373 0.000 -0.001 0.007 0.104
H -2.281 -1.879 6.367 -0.009 0.004 0.004 0.105
H -2.507 -0.119 6.383 -0.003 0.007 0.002 0.104
H -0.730 -1.154 4.532 -0.008 0.013 -0.012 0.136
H -2.510 1.083 4.505 -0.019 -0.006 0.013 0.132
F -1.817 -3.887 -4.803 -0.004 -0.001 -0.018 0.001
C -1.652 -3.777 -3.447 0.032 -0.004 0.006 -0.306
C -0.385 -3.901 -2.916 -0.005 -0.001 0.017 -0.040
C -0.232 -3.796 -1.540 0.009 -0.005 -0.025 -0.080
C -1.317 -3.562 -0.688 0.051 0.009 0.065 -0.313
C -1.118 -3.428 0.782 -0.019 0.057 0.046 -0.294
C -2.576 -3.435 -1.280 -0.083 -0.019 -0.049 -0.061
C -2.753 -3.544 -2.654 -0.023 0.010 0.049 -0.036
H 0.462 -4.061 -3.571 0.001 0.001 0.001 0.107
H 0.758 -3.868 -1.103 0.000 0.000 -0.003 0.101
H -0.276 -4.045 1.103 0.006 0.000 -0.002 0.036
H -2.012 -3.747 1.326 -0.050 -0.053 -0.052 0.048
H -3.425 -3.207 -0.648 0.015 -0.003 0.001 0.111
H -3.729 -3.429 -3.109 0.001 0.001 0.003 0.108
C 3.208 -1.304 2.487 -0.006 0.032 0.015 -0.052
C 1.801 -1.779 2.855 -0.056 0.087 0.026 -0.714
O 1.530 -2.002 4.052 -0.007 0.004 -0.009 -0.070
N 1.011 -2.002 1.820 0.138 -0.149 0.004 -0.093
Te 1.717 -0.417 -1.205 -0.019 0.105 0.011 1.454
C 2.944 0.759 -2.509 0.042 -0.059 -0.011 -0.414
C 2.426 1.389 -3.649 -0.031 -0.014 -0.007 -0.290
C 0.980 1.264 -4.041 0.014 0.012 -0.013 -0.070
C 3.271 2.156 -4.452 -0.009 -0.001 0.001 -0.031
C 4.619 2.304 -4.170 0.001 -0.003 0.014 -0.289
C 5.511 3.151 -5.039 0.006 0.002 0.000 -0.070
C 5.125 1.654 -3.052 -0.014 -0.001 -0.001 -0.037
C 4.314 0.889 -2.219 0.010 0.025 -0.019 -0.324
C 4.937 0.228 -1.018 -0.012 -0.002 -0.003 -0.103
C 0.262 1.092 -0.892 0.024 0.039 0.071 -0.432
C -1.064 0.892 -1.271 0.000 0.003 0.009 -0.321
C -1.572 -0.282 -2.063 -0.018 0.017 -0.008 -0.085
C -2.022 1.824 -0.865 -0.017 -0.012 -0.001 -0.016
C -1.689 2.936 -0.118 0.000 0.014 0.005 -0.263
C -2.747 3.845 0.444 0.024 -0.009 0.015 -0.049
C -0.352 3.140 0.203 0.025 -0.007 -0.013 -0.033
C 0.627 2.226 -0.145 -0.031 0.008 -0.014 -0.306
C 2.015 2.435 0.394 0.006 -0.014 -0.007 -0.071
H 3.747 -1.057 3.401 -0.003 0.004 0.001 0.062
H 3.149 -0.430 1.836 0.007 -0.005 -0.017 0.022
H 3.743 -2.085 1.945 -0.009 -0.005 -0.002 0.062
H 0.635 0.235 -3.928 -0.002 0.005 -0.003 0.058
H 0.833 1.580 -5.076 0.009 -0.001 0.003 0.071
H 0.344 1.874 -3.395 0.005 -0.007 -0.018 0.080
H 2.855 2.644 -5.329 0.003 -0.001 0.003 0.105
H 4.990 3.468 -5.944 0.001 -0.003 0.003 0.065
H 6.409 2.606 -5.339 -0.002 0.001 0.002 0.070
H 5.837 4.051 -4.511 0.000 -0.001 -0.003 0.073
H 6.181 1.749 -2.813 -0.005 -0.002 0.001 0.107
H 5.995 0.485 -0.946 0.000 -0.001 0.002 0.068
H 4.853 -0.860 -1.065 -0.004 -0.001 0.000 0.070
H 4.433 0.532 -0.098 -0.003 -0.001 -0.008 0.048
H -0.831 -1.068 -2.191 0.000 -0.001 0.003 0.009
H -1.899 0.047 -3.056 -0.002 -0.013 0.004 0.085
H -2.428 -0.709 -1.541 0.006 0.010 -0.010 0.067
H -3.065 1.616 -1.076 -0.008 -0.008 0.002 0.115
H -3.732 3.592 0.050 -0.006 -0.002 -0.001 0.071
H -2.535 4.895 0.227 0.001 -0.009 -0.010 0.067
H -2.772 3.725 1.530 -0.003 0.005 0.002 0.076
H -0.083 3.978 0.838 -0.001 -0.011 0.001 0.114
H 2.074 3.394 0.910 -0.001 -0.005 -0.003 0.074
H 2.775 2.414 -0.390 -0.006 0.003 0.006 0.056
H 2.244 1.648 1.117 -0.003 -0.003 0.005 0.064
```
Positions in Å, forces in eV/Å.

Charge: -2
Energy above the lowest of the compared OMol25 structures with the same formula, charge and spin: 0.0 kcal per mole
2S+1: 2